Formula: C41H34CuFN5O15Pt
Source: the Open Molecules 2025 dataset
Level of theory: ωB97M-V with the def2-TZVPD basis set

Structure (XYZ):
```
98
Properties=species:S:1:pos:R:3:forces:R:3:mulliken_spin:R:1
Cu -9.182 -12.075 -9.625 0.58 0.84 0.24 0.013
Pt -8.407 -9.883 -5.843 -2.59 -0.21 -1.12 1.505
C -8.092 -6.581 -8.177 -0.32 4.43 -1.00 0.041
C -8.935 -5.734 -8.984 -1.38 1.93 0.69 -0.002
C -9.847 -6.360 -10.126 0.87 1.05 0.90 -0.002
O -10.697 -5.551 -10.450 -0.39 -1.13 -1.66 -0.002
C -9.500 -7.702 -10.515 -0.82 2.10 0.18 -0.005
C -8.746 -8.455 -9.663 0.05 -2.23 -1.45 -0.008
C -8.047 -7.851 -8.437 -0.36 -4.06 0.90 -0.002
O -7.468 -8.617 -7.562 0.49 -1.89 0.50 0.061
O -8.631 -9.694 -10.071 1.08 -0.12 1.55 0.006
O -9.208 -4.541 -8.733 1.57 -1.91 -0.35 0.018
H -7.519 -6.130 -7.381 -0.20 -0.15 0.29 0.000
H -9.841 -8.205 -11.408 -0.23 0.15 -0.10 0.000
C -8.967 -14.228 -6.975 -1.30 -4.28 1.01 0.000
C -8.841 -13.027 -6.370 2.02 1.14 -1.65 -0.009
C -9.153 -12.815 -4.937 -1.59 1.64 1.10 -0.004
O -9.275 -11.642 -4.447 1.55 1.62 -1.37 0.053
C -9.557 -13.815 -4.116 -0.63 -2.37 -0.46 0.003
C -9.617 -15.169 -4.568 1.94 -2.41 0.24 0.001
C -9.286 -15.471 -6.221 -0.41 3.44 1.66 0.000
O -9.324 -16.613 -6.642 0.15 -0.48 -0.52 -0.001
O -9.633 -16.188 -3.820 -0.76 1.88 -1.58 -0.002
O -8.329 -12.089 -7.091 -0.64 1.14 0.79 0.073
H -8.837 -14.341 -8.041 0.31 0.20 -0.21 0.005
H -9.912 -13.544 -3.132 0.21 -0.16 0.15 -0.001
C -10.415 -6.256 -5.508 -2.46 1.15 -1.52 0.031
C -11.266 -5.512 -6.515 1.52 0.03 -0.28 -0.001
C -12.025 -6.388 -7.526 -0.39 -0.29 -2.06 0.002
O -12.592 -5.795 -8.465 0.02 -1.30 1.69 -0.004
C -11.787 -7.848 -7.511 -2.06 3.42 -0.30 0.011
C -10.983 -8.412 -6.609 0.63 -1.72 -1.44 0.012
C -10.313 -7.633 -5.544 1.72 1.58 1.98 -0.034
O -9.525 -8.195 -4.650 -0.02 -1.20 -1.50 0.086
O -10.693 -9.653 -6.873 1.76 -0.82 1.91 0.155
O -11.223 -4.312 -6.808 -0.20 -1.17 1.76 0.012
H -10.006 -5.611 -4.745 0.54 -0.38 0.11 -0.001
H -12.277 -8.419 -8.285 0.19 -0.12 -0.11 0.001
C -3.239 -14.349 -7.313 0.22 -0.05 0.14 0.000
C -4.467 -14.322 -8.147 1.19 2.14 -1.53 0.000
O -5.416 -13.956 -7.198 -1.68 1.09 -3.09 0.001
C -5.102 -14.536 -6.104 -2.55 -2.73 6.16 0.000
O -5.879 -14.790 -5.162 3.13 1.07 -3.15 0.000
O -3.802 -14.917 -6.156 0.53 -0.42 1.72 0.000
F -4.685 -15.525 -8.683 -0.81 -1.44 -0.33 0.000
H -2.953 -13.316 -7.118 0.44 0.00 0.00 0.000
H -2.425 -14.985 -7.661 -0.13 0.21 -0.10 0.000
H -4.420 -13.602 -8.964 -0.44 0.19 0.13 0.000
N -12.317 -9.019 -12.422 -0.02 -0.74 -0.79 0.000
C -13.303 -8.283 -11.896 -0.69 0.33 0.15 0.000
C -14.468 -8.515 -12.624 0.52 1.01 1.55 0.000
C -14.167 -9.414 -13.636 1.87 -1.58 0.25 0.000
C -12.782 -9.773 -13.480 -1.80 0.86 0.02 0.000
H -11.395 -8.971 -12.014 0.16 -0.28 -0.27 0.000
H -13.062 -7.698 -11.021 -0.29 0.33 -0.04 0.000
H -15.415 -8.096 -12.316 -0.06 -0.05 -0.33 0.000
H -14.936 -9.945 -14.178 0.34 0.04 -0.50 0.000
H -12.179 -10.510 -13.989 0.00 0.21 0.04 0.000
N -9.220 -17.015 -9.436 -1.12 0.27 -1.74 0.000
C -8.332 -17.426 -10.340 2.52 -0.89 0.51 0.000
C -8.908 -17.790 -11.529 1.90 -0.20 0.64 0.000
C -10.237 -17.551 -11.317 -2.87 0.41 -1.33 0.000
C -10.453 -17.013 -10.075 0.58 0.00 1.39 0.000
H -8.970 -16.742 -8.497 -0.55 0.19 0.95 0.000
H -7.310 -17.540 -10.010 0.14 0.07 -0.19 0.000
H -8.379 -18.227 -12.363 -0.24 0.11 -0.02 0.000
H -10.963 -17.724 -12.097 -0.41 0.16 0.24 0.000
H -11.306 -16.619 -9.543 -0.10 -0.23 -0.28 0.000
N -11.659 -11.801 -8.654 0.95 -3.10 -0.14 -0.002
C -11.457 -13.183 -8.872 -1.10 0.78 -2.41 -0.001
C -11.521 -13.374 -10.325 1.25 0.53 3.22 0.000
C -11.530 -12.072 -10.884 -0.34 0.09 0.23 -0.001
C -11.623 -11.174 -9.833 -0.85 1.35 -0.66 -0.003
H -11.619 -11.343 -7.755 0.29 0.51 0.25 -0.004
H -11.331 -13.880 -8.058 -0.12 0.12 -0.09 0.000
H -11.427 -14.311 -10.853 0.03 0.01 0.14 0.000
H -11.560 -11.834 -11.937 0.00 0.10 0.17 0.000
H -11.818 -10.112 -9.805 0.40 0.05 -0.36 0.000
N -5.121 -10.029 -10.979 0.56 -2.02 -0.19 0.000
C -4.492 -10.573 -9.880 0.99 1.03 -0.52 0.000
C -3.364 -11.274 -10.351 -1.25 0.37 1.99 0.000
C -3.435 -11.264 -11.729 0.20 -1.15 -1.61 0.000
C -4.568 -10.621 -12.109 -0.74 2.12 0.13 0.000
H -5.939 -9.436 -10.960 -0.28 -0.29 0.23 0.000
H -4.827 -10.254 -8.904 0.11 -0.21 0.10 -0.001
H -2.619 -11.801 -9.774 -0.09 0.16 0.18 0.000
H -2.784 -11.818 -12.389 0.00 0.08 -0.06 0.000
H -5.011 -10.410 -13.071 0.23 -0.09 -0.01 0.000
N -8.424 -14.418 -11.745 0.02 -2.13 -0.27 0.000
C -7.563 -14.207 -10.752 0.62 1.81 1.47 0.000
C -7.128 -12.879 -10.888 0.36 -0.38 0.41 0.002
C -7.680 -12.368 -12.074 -0.79 -0.68 -0.77 -0.001
C -8.451 -13.404 -12.621 -0.27 1.60 -0.22 0.001
H -8.903 -15.306 -11.799 -0.14 0.04 -0.38 0.000
H -7.370 -14.925 -9.968 -0.09 0.07 -0.17 0.000
H -6.390 -12.319 -10.332 -0.09 -0.28 0.37 -0.001
H -7.532 -11.353 -12.413 -0.16 -0.19 -0.21 0.000
H -9.091 -13.486 -13.487 0.07 0.30 0.05 0.000
```
Forces are in eV/Å.

As for the spin multiplicity: 3. As for the HOMO-LUMO gap (alpha / beta): 4.80 / 4.85 eV. Its LUMO energy (alpha / beta) is 4.945 / 4.944 eV. The net charge is -3.

---

Formula: C20H13BClCuIN3O5
Source: the Open Molecules 2025 dataset
Level of theory: ωB97M-V with the def2-TZVPD basis set

Structure (XYZ):
```
45
Properties=species:S:1:pos:R:3:forces:R:3:nbo_charge:R:1
Cu 0.349 -0.439 -0.481 0.55 -0.64 0.31 0.860
Cl 4.846 -1.720 4.221 0.39 -0.17 1.04 -0.049
C 3.990 -1.819 2.751 -1.23 -0.18 -2.00 -0.144
C 4.697 -2.003 1.572 0.61 -0.14 0.12 -0.253
C 4.156 -1.875 0.300 -2.16 0.00 0.67 -0.333
I 5.344 -2.149 -1.374 0.03 0.00 -0.19 0.057
C 2.734 -1.610 0.146 1.07 0.14 1.00 0.430
O 2.169 -1.404 -0.993 -0.32 0.05 0.17 -0.872
C 1.996 -1.510 1.420 0.10 0.03 -1.80 0.050
N 0.645 -1.191 1.289 0.86 -0.52 -1.82 -0.712
C -0.132 -1.167 2.353 -0.91 -0.09 1.92 -0.047
C 0.394 -1.317 3.641 -2.38 0.36 -0.72 -0.289
C 1.728 -1.525 3.813 1.47 -0.20 0.80 -0.346
C 2.575 -1.643 2.674 1.08 0.16 0.86 -0.062
H 5.727 -2.315 1.643 0.32 0.27 0.10 0.204
H -1.198 -1.058 2.119 0.31 0.14 0.54 0.164
H -0.258 -1.249 4.515 0.02 -0.07 -0.31 0.188
H 2.112 -1.641 4.822 0.20 0.03 -0.25 0.198
O -2.693 0.344 -0.825 -0.89 -0.55 -1.69 -0.641
B -2.263 0.448 -2.167 -0.22 -0.29 0.00 1.274
O -3.059 -0.293 -3.079 0.54 0.46 1.12 -0.660
C -4.004 -0.916 -2.275 0.22 0.19 -0.05 0.299
C -4.998 -1.787 -2.693 -0.50 0.34 1.85 -0.279
C -5.843 -2.290 -1.654 0.70 0.70 0.05 -0.210
C -5.697 -1.873 -0.318 1.13 0.78 -0.95 -0.222
C -4.686 -0.929 0.062 -0.22 -0.46 -0.65 -0.229
C -3.822 -0.507 -0.945 -0.14 -0.25 0.39 0.211
H -5.189 -1.970 -3.729 0.14 -0.30 -0.36 0.228
H -6.648 -2.991 -1.864 0.24 0.16 -0.19 0.213
H -6.381 -2.293 0.392 -0.07 0.09 0.43 0.215
H -4.576 -0.531 1.073 -0.05 -0.36 -0.27 0.238
C 2.767 3.977 -0.092 0.96 -0.39 0.01 -0.430
N 1.708 3.276 -0.820 0.18 1.25 -0.47 -0.396
C 1.040 3.887 -1.843 -0.15 -0.18 0.15 0.094
C 0.097 3.224 -2.563 -1.08 -0.20 -0.84 -0.378
C -0.292 1.922 -2.096 2.58 0.61 1.59 0.597
O -1.275 1.273 -2.701 -0.91 -0.44 0.11 -0.660
N 0.393 1.364 -1.102 -1.86 -0.32 -1.85 -0.636
C 1.469 1.955 -0.474 0.64 -0.92 2.32 0.748
O 2.085 1.390 0.439 -0.95 1.41 -2.04 -0.566
H 2.389 4.705 0.622 -0.28 0.11 -0.16 0.205
H 3.482 4.457 -0.798 -0.59 -0.33 0.46 0.203
H 3.289 3.203 0.501 -0.18 0.44 -0.45 0.280
H 1.230 4.953 -2.016 0.31 -0.60 0.01 0.219
H -0.398 3.634 -3.469 0.42 -0.10 1.02 0.239
```
Forces are in eV/Å.

As for the spin multiplicity: 2. As for the HOMO-LUMO gap (alpha / beta): 2.43 / 4.57 eV. Its LUMO energy (alpha / beta) is 1.866 / 1.869 eV. The net charge is -1.

---

The lowest net charge belongs to which entry? C41H34CuFN5O15Pt

---

What did the second record say?
Formula: C20H13BClCuIN3O5
Source: the Open Molecules 2025 dataset
Level of theory: ωB97M-V with the def2-TZVPD basis set

Structure (XYZ):
```
45
Properties=species:S:1:pos:R:3:forces:R:3:nbo_charge:R:1
Cu 0.349 -0.439 -0.481 0.55 -0.64 0.31 0.860
Cl 4.846 -1.720 4.221 0.39 -0.17 1.04 -0.049
C 3.990 -1.819 2.751 -1.23 -0.18 -2.00 -0.144
C 4.697 -2.003 1.572 0.61 -0.14 0.12 -0.253
C 4.156 -1.875 0.300 -2.16 0.00 0.67 -0.333
I 5.344 -2.149 -1.374 0.03 0.00 -0.19 0.057
C 2.734 -1.610 0.146 1.07 0.14 1.00 0.430
O 2.169 -1.404 -0.993 -0.32 0.05 0.17 -0.872
C 1.996 -1.510 1.420 0.10 0.03 -1.80 0.050
N 0.645 -1.191 1.289 0.86 -0.52 -1.82 -0.712
C -0.132 -1.167 2.353 -0.91 -0.09 1.92 -0.047
C 0.394 -1.317 3.641 -2.38 0.36 -0.72 -0.289
C 1.728 -1.525 3.813 1.47 -0.20 0.80 -0.346
C 2.575 -1.643 2.674 1.08 0.16 0.86 -0.062
H 5.727 -2.315 1.643 0.32 0.27 0.10 0.204
H -1.198 -1.058 2.119 0.31 0.14 0.54 0.164
H -0.258 -1.249 4.515 0.02 -0.07 -0.31 0.188
H 2.112 -1.641 4.822 0.20 0.03 -0.25 0.198
O -2.693 0.344 -0.825 -0.89 -0.55 -1.69 -0.641
B -2.263 0.448 -2.167 -0.22 -0.29 0.00 1.274
O -3.059 -0.293 -3.079 0.54 0.46 1.12 -0.660
C -4.004 -0.916 -2.275 0.22 0.19 -0.05 0.299
C -4.998 -1.787 -2.693 -0.50 0.34 1.85 -0.279
C -5.843 -2.290 -1.654 0.70 0.70 0.05 -0.210
C -5.697 -1.873 -0.318 1.13 0.78 -0.95 -0.222
C -4.686 -0.929 0.062 -0.22 -0.46 -0.65 -0.229
C -3.822 -0.507 -0.945 -0.14 -0.25 0.39 0.211
H -5.189 -1.970 -3.729 0.14 -0.30 -0.36 0.228
H -6.648 -2.991 -1.864 0.24 0.16 -0.19 0.213
H -6.381 -2.293 0.392 -0.07 0.09 0.43 0.215
H -4.576 -0.531 1.073 -0.05 -0.36 -0.27 0.238
C 2.767 3.977 -0.092 0.96 -0.39 0.01 -0.430
N 1.708 3.276 -0.820 0.18 1.25 -0.47 -0.396
C 1.040 3.887 -1.843 -0.15 -0.18 0.15 0.094
C 0.097 3.224 -2.563 -1.08 -0.20 -0.84 -0.378
C -0.292 1.922 -2.096 2.58 0.61 1.59 0.597
O -1.275 1.273 -2.701 -0.91 -0.44 0.11 -0.660
N 0.393 1.364 -1.102 -1.86 -0.32 -1.85 -0.636
C 1.469 1.955 -0.474 0.64 -0.92 2.32 0.748
O 2.085 1.390 0.439 -0.95 1.41 -2.04 -0.566
H 2.389 4.705 0.622 -0.28 0.11 -0.16 0.205
H 3.482 4.457 -0.798 -0.59 -0.33 0.46 0.203
H 3.289 3.203 0.501 -0.18 0.44 -0.45 0.280
H 1.230 4.953 -2.016 0.31 -0.60 0.01 0.219
H -0.398 3.634 -3.469 0.42 -0.10 1.02 0.239
```
Forces are in eV/Å.

As for the spin multiplicity: 2. As for the HOMO-LUMO gap (alpha / beta): 2.43 / 4.57 eV. Its LUMO energy (alpha / beta) is 1.866 / 1.869 eV. The net charge is -1.